(1)
C5H7NO in the gas phase at a distorted geometry. Source: the OMol25 dataset; level of theory: the ωB97M-V functional and the def2-TZVPD basis.

Lowest unoccupied orbital energy (spin up / spin down) (Eh): -0.038 / 0.000
HOMO energy (spin up / spin down) (eV): -7.563 / -8.289
Gap between HOMO and LUMO (spin up / spin down) (eV): 6.53 / 8.30

Positions of all 14 atoms, in Å:
O 0.38920 1.67469 1.73923
C 1.10383 1.60134 0.71885
C 0.66559 1.09646 -0.51660
C -0.43652 -0.63689 -1.20079
C -0.07439 -1.49369 -0.03122
C -1.01111 -0.38747 0.48417
N -0.67365 0.64697 -0.70386
H 2.16639 1.91203 0.75950
H 1.30395 1.06264 -1.39084
H -1.10752 -1.02466 -1.97389
H 0.93936 -1.50299 0.35631
H -0.50564 -2.49453 -0.08902
H -0.68876 0.18291 1.38251
H -2.07071 -0.63680 0.46566


(2)
6 unconnected molecules or ions with the total composition C10H28O10 at a distorted geometry. Source: the OMol25 dataset; level of theory: the ωB97M-V functional and the def2-TZVPD basis.

Lowest unoccupied orbital energy (Eh): 0.027
HOMO energy (eV): -9.732
Gap between HOMO and LUMO (eV): 10.46

Positions of all 48 atoms, in Å:
C -13.14828 -8.14372 -13.10466
O -14.52099 -7.96740 -13.40991
C -14.90232 -6.67767 -13.22677
O -14.11103 -5.80459 -12.86478
O -16.12166 -6.53138 -13.60006
C -16.86749 -5.41728 -13.21521
H -12.57721 -7.67009 -13.89133
H -12.94623 -9.18440 -13.02034
H -12.90218 -7.66388 -12.15626
H -16.15298 -4.56495 -13.23926
H -17.29823 -5.58565 -12.27722
H -17.60858 -5.25762 -14.01701
C -12.31226 -3.62841 -15.30582
O -11.03627 -4.13348 -15.62961
C -11.02697 -5.35301 -16.18503
O -11.93320 -6.15426 -16.12402
O -9.85322 -5.61080 -16.74091
C -9.42968 -6.94052 -17.09998
H -12.95145 -3.60480 -16.19570
H -12.21827 -2.55697 -14.98289
H -12.76614 -4.20815 -14.44105
H -10.45084 -7.48722 -17.29193
H -8.86709 -7.36228 -16.18847
H -8.69168 -6.87207 -17.90756
C -14.67735 -6.70808 -9.44102
O -14.06921 -5.44342 -9.45733
H -14.16690 -7.33466 -10.18129
H -14.53437 -7.16165 -8.48856
H -15.69806 -6.67027 -9.74540
H -13.92906 -5.03289 -8.59758
C -11.90412 -3.31365 -7.00969
O -13.17648 -3.57163 -7.66920
H -12.10394 -3.35501 -5.93101
H -11.15358 -4.00223 -7.24412
H -11.55306 -2.33550 -7.22722
H -13.15444 -3.12038 -8.50861
C -11.02435 -5.21668 -11.92164
O -10.17502 -5.64072 -12.98132
H -10.48275 -4.66305 -11.15383
H -11.74124 -4.45049 -12.26321
H -11.67568 -5.98541 -11.40432
H -9.98797 -4.92576 -13.60703
C -14.52104 -2.85286 -11.27979
O -13.29433 -3.20290 -10.70583
H -15.11442 -3.70834 -11.63069
H -15.15737 -2.39890 -10.42795
H -14.41699 -2.15712 -12.10577
H -13.36394 -4.14400 -10.49131


(3)
2 unconnected molecules or ions with the total composition C11H18 at a distorted geometry. Source: the OMol25 dataset; level of theory: the ωB97M-V functional and the def2-TZVPD basis.

Lowest unoccupied orbital energy (Eh): 0.033
HOMO energy (eV): -8.657
Gap between HOMO and LUMO (eV): 9.57

Positions of all 29 atoms, in Å:
C -0.69569 1.67498 -1.34557
C -1.13101 1.03854 -0.11934
C -1.67423 -0.29761 -0.31352
C -1.94796 -1.03486 0.81329
C -2.02263 -0.39881 2.08060
C -1.59398 0.95032 2.27017
C -1.35700 1.65503 1.12251
H 0.20992 2.37708 -1.08856
H -1.49811 2.30060 -1.63522
H -0.32880 0.90016 -2.09114
H -1.77823 -0.58376 -1.31766
H -2.30393 -2.06762 0.82732
H -2.17764 -0.88837 3.01034
H -1.58732 1.11758 3.36879
H -1.22587 2.80684 1.22239
C 3.06955 0.34302 -1.20778
C 1.91569 -0.59746 -0.79124
C 1.25889 -1.39578 -1.91912
C 2.44355 -1.48560 0.43964
H 3.80206 0.64653 -0.36184
H 2.50289 1.18048 -1.59933
H 3.51039 0.03848 -2.20637
H 1.08333 -0.05119 -0.33705
H 0.75086 -0.98696 -2.75220
H 1.71129 -2.30499 -2.25306
H 0.29772 -1.91222 -1.32380
H 3.33750 -2.05398 0.30495
H 2.51604 -1.04519 1.40250
H 1.58686 -2.18401 0.65210


(4)
C21H22N4O6S2 in the gas phase at a distorted geometry. Source: the OMol25 dataset; level of theory: the ωB97M-V functional and the def2-TZVPD basis.

Lowest unoccupied orbital energy (Eh): 0.003
HOMO energy (eV): -8.625
Gap between HOMO and LUMO (eV): 8.71

Positions of all 55 atoms, in Å:
C 0.66071 -1.47244 -2.75043
O 0.34313 -1.57245 -1.37724
C -0.95606 -1.61178 -1.01162
C -2.03764 -1.51901 -1.88673
C -3.32440 -1.62347 -1.39955
C -3.57487 -1.77344 -0.03572
C -4.98066 -1.85817 0.40064
O -5.84056 -2.39958 -0.25479
C -5.34353 -1.10868 1.67828
S -5.72338 0.60321 1.14288
C -4.10644 1.16962 0.96194
N -3.05048 0.78065 1.60726
N -2.01550 1.47837 1.10379
C -2.48428 2.26152 0.18839
C -1.66663 3.17707 -0.65380
N -0.27919 2.80768 -0.51544
C 0.27975 1.92199 -1.38697
O -0.17386 1.71072 -2.49270
C 1.51392 1.25727 -0.87680
C 2.60987 1.09785 -1.71917
C 3.72374 0.40526 -1.27867
C 3.71865 -0.14345 -0.01050
S 5.18557 -0.99714 0.57976
O 5.91450 -1.49269 -0.54794
O 4.80764 -1.89987 1.62351
N 6.11002 0.20912 1.27791
C 5.56506 0.76197 2.49082
C 6.66931 1.15881 0.35106
C 2.62936 -0.01068 0.82907
C 1.51977 0.69561 0.39839
O -3.81987 2.12324 0.04371
C -2.48767 -1.84775 0.83946
C -1.20245 -1.78117 0.35631
H 0.22398 -2.29859 -3.31884
H 1.74640 -1.53264 -2.80130
H 0.32608 -0.51625 -3.16249
H -1.88423 -1.36762 -2.94275
H -4.16479 -1.56853 -2.07604
H -4.55007 -1.05272 2.41654
H -6.27058 -1.49380 2.09971
H -1.82110 4.21939 -0.35592
H -1.94624 3.06012 -1.70582
H 0.07556 2.81636 0.42933
H 2.57345 1.51522 -2.71403
H 4.58391 0.25262 -1.91111
H 5.14509 -0.06253 3.06090
H 4.78572 1.51061 2.29400
H 6.36554 1.22665 3.06695
H 7.53124 1.64478 0.80884
H 6.99471 0.60225 -0.52390
H 5.94322 1.92696 0.05239
H 2.65670 -0.48661 1.79636
H 0.64359 0.76837 1.02735
H -2.64387 -1.99601 1.89602
H -0.35507 -1.86319 1.01769


In order of appearance, energy = -324.51018 -1150.12523 -429.83387 -2280.25585 hartree.